# 1
The following is a quantum chemistry calculation of a cluster of 2 separate species, C4H11NO2 in total at a distorted geometry, from the Open Molecules 2025 dataset.

Its total energy is -364.2241 Ha. The calculation puts the energy above the lowest of the compared OMol25 structures with the same formula, charge and spin at 1.200 eV. The LUMO energy is 0.59 eV. Its SMILES is CCN(C)C=O.O.

Last column: natural (NBO) charge in e.
CARTESIAN COORDINATES (ANGSTROEM)
O  2.195  2.516  1.166  -0.623
C  1.421  1.861  0.492  0.529
N  0.798  0.771  0.996  -0.447
C  0.000  0.000  0.000  -0.422
C  1.701  -0.829  2.608  -0.619
C  0.755  0.356  2.475  -0.208
H  1.186  1.982  -0.594  0.109
H  -0.526  0.725  -0.644  0.204
H  -0.750  -0.563  0.581  0.210
H  0.550  -0.707  -0.643  0.197
H  2.739  -0.614  2.302  0.224
H  1.357  -1.730  2.074  0.202
H  1.690  -1.035  3.691  0.210
H  0.973  1.235  3.112  0.236
H  -0.272  0.016  2.712  0.198
O  -1.076  -4.017  2.657  -0.942
H  -0.095  -4.006  2.734  0.470
H  -1.283  -4.883  2.238  0.472



# 2
The following is a quantum chemistry calculation of a cluster of 2 separate species, C4H11NO2 in total, from the Open Molecules 2025 dataset.

Its total energy is -364.2483 Ha. The calculation puts the energy above the lowest of the compared OMol25 structures with the same formula, charge and spin at 0.540 eV. The LUMO energy is 0.60 eV. Its SMILES is CCCNC=O.O.

Last column: natural (NBO) charge in e.
CARTESIAN COORDINATES (ANGSTROEM)
C  0.581  -1.880  -0.298  0.519
N  0.566  -0.565  0.002  -0.617
C  1.243  0.426  -0.803  -0.228
C  0.295  1.543  -1.220  -0.403
C  -0.017  2.495  -0.079  -0.610
O  1.249  -2.385  -1.183  -0.630
H  -0.080  -2.532  0.281  0.128
H  -0.014  -0.266  0.769  0.394
H  1.609  -0.053  -1.701  0.235
H  2.105  0.820  -0.271  0.186
H  -0.622  1.046  -1.549  0.205
H  0.731  2.084  -2.053  0.209
H  -0.811  3.202  -0.308  0.214
H  -0.342  1.995  0.827  0.191
H  0.855  3.112  0.165  0.205
H  -2.383  -3.766  2.261  0.472
H  -2.723  -2.462  2.961  0.470
O  -2.243  -2.814  2.199  -0.941



# 3
The following is a quantum chemistry calculation of a cluster of 2 separate species, C4H11NO2 in total at a distorted geometry, from the Open Molecules 2025 dataset.

Its total energy is -364.2156 Ha. The calculation puts the energy above the lowest of the compared OMol25 structures with the same formula, charge and spin at 1.432 eV. The LUMO energy is 0.56 eV. Its SMILES is CC[C@H](N)C=O.O.

Last column: natural (NBO) charge in e.
CARTESIAN COORDINATES (ANGSTROEM)
O  0.799  0.890  -1.810  -0.522
C  0.671  1.261  -0.678  0.446
C  0.682  0.320  0.531  -0.154
C  0.995  -1.115  0.100  -0.410
C  1.313  -1.930  1.348  -0.603
N  -0.668  0.473  1.139  -0.817
H  0.447  2.316  -0.413  0.104
H  1.441  0.709  1.217  0.187
H  1.804  -1.122  -0.622  0.221
H  0.091  -1.483  -0.363  0.200
H  2.184  -1.513  1.841  0.203
H  0.469  -1.897  2.027  0.201
H  1.530  -2.973  1.105  0.210
H  -1.017  -0.478  1.181  0.353
H  -1.277  0.897  0.451  0.372
H  -3.047  1.259  -1.206  0.471
H  -3.213  -0.179  -1.393  0.476
O  -2.905  0.438  -0.711  -0.940